(1)
Below is one molecule with the formula C7H9BrO3S at a distorted geometry, with properties calculated with wB97M-V/def2-TZVPD.

Atoms and positions in Å:
C -0.850 -1.320 -0.111
C 1.143 -0.832 0.296
C -1.363 0.018 0.103
C 0.893 0.693 0.175
C 1.648 1.188 -1.046
C 1.441 1.385 1.464
C -2.885 -2.670 -0.515
O -2.538 0.325 0.081
O -0.636 -3.993 0.102
O -0.427 1.020 0.127
S -1.406 -2.845 0.542
Br 2.652 -1.778 -0.128
H 2.622 0.694 -1.349
H 1.785 2.210 -1.010
H 1.061 1.101 -1.844
H 0.801 2.188 1.548
H 2.409 1.747 1.323
H 1.587 0.858 2.371
H -2.880 -3.440 -1.350
H -3.091 -1.655 -0.755
H -3.734 -3.071 -0.016

Its total charge is 0. The largest force on an atom is 5.36 eV Å⁻¹. The LUMO energy (alpha / beta) comes out at 0.16 / -2.45 eV. The value obtained for the HOMO-LUMO gap (alpha / beta) is 0.3067 / 0.2659 Ha. The calculation puts the calculated total energy at -94417.5954 eV. Its highest occupied orbital energy (alpha / beta) is -0.301 / -0.356 hartree. Its spin multiplicity is 3. As for the expectation value of S²: 2.0137.

Results of the Mulliken charge analysis, in e, for atoms 1 through 8: C -0.060; C -0.689; C 0.606; C 1.943; C -1.813; C -1.776; C -0.863; O -0.590


(2)
Below is a 6-piece molecular cluster, C40H64BrF21N3O20P4S2 overall at a distorted geometry, with properties calculated with wB97M-V/def2-TZVPD.

Atoms and positions in Å:
C 9.039 1.087 3.399
C 8.234 0.730 2.149
C 7.240 -0.413 2.410
C 5.853 -0.266 1.807
O 5.858 -0.551 0.382
C 4.999 -1.341 -0.349
P 4.664 -2.785 0.868
N 3.785 -2.573 2.117
O 6.186 -3.073 1.198
O 4.204 -4.013 -0.026
C 5.877 -1.736 -1.634
P 6.125 -3.520 -2.499
O 6.522 -4.471 -1.248
Br 4.092 -4.287 -2.991
P 7.720 -1.391 -1.335
O 8.392 -2.204 -0.322
O 8.273 -1.664 -2.807
O 7.870 0.202 -1.220
O 5.619 -1.078 -2.870
C 4.822 0.089 -3.159
C 4.666 -0.120 -4.688
C 5.900 0.164 -5.561
O 7.076 -0.574 -5.210
C 5.697 1.340 -2.955
C 5.345 2.705 -3.567
F 4.432 2.632 -4.622
C 3.478 -0.010 -2.339
S 2.551 1.558 -2.331
P 2.117 -1.118 -3.290
S 0.232 -0.820 -2.964
N 3.629 -0.394 -0.749
C 2.250 -1.027 -0.448
C 1.848 -2.404 -1.021
C 1.108 -3.351 -0.053
C -0.244 -2.800 0.420
F -0.422 -1.516 0.007
F -1.253 -3.510 -0.104
C -0.457 -2.797 1.968
F -1.723 -2.991 2.279
F -0.084 -1.597 2.455
F 0.274 -3.710 2.561
N 3.633 0.796 0.102
C 4.621 1.863 0.092
C 2.531 1.116 1.069
C 2.756 0.818 2.515
O 1.616 1.700 0.665
H 9.387 0.176 3.903
H 9.911 1.701 3.164
H 8.421 1.629 4.125
H 8.924 0.439 1.354
H 7.695 1.618 1.787
H 7.682 -1.371 2.136
H 7.038 -0.451 3.493
H 5.533 0.774 1.938
H 5.127 -0.859 2.360
H 3.393 -1.667 2.291
H 6.249 -3.668 1.966
H 4.077 -4.813 0.513
H 7.431 -4.801 -1.338
H 7.650 -1.480 -3.541
H 8.683 0.492 -1.666
H 3.878 0.508 -5.109
H 4.419 -1.176 -4.838
H 5.611 -0.147 -6.572
H 6.126 1.232 -5.628
H 7.770 0.048 -4.960
H 5.924 1.498 -1.911
H 6.675 1.039 -3.338
H 4.946 3.405 -2.828
H 6.257 3.161 -3.970
H 2.453 1.531 -3.665
H 2.561 -2.430 -3.187
H 2.394 -0.767 -4.598
H 1.551 -0.275 -0.819
H 2.126 -1.057 0.629
H 2.664 -2.945 -1.493
H 1.132 -2.198 -1.822
H 0.861 -4.241 -0.644
H 1.708 -3.683 0.787
H 5.649 1.523 0.182
H 4.402 2.454 0.991
H 4.504 2.530 -0.758
H 3.810 0.849 2.797
H 2.201 1.562 3.091
H 2.353 -0.165 2.765
C -1.956 1.135 2.811
C -2.893 0.103 2.214
O -4.184 0.124 2.856
C -5.021 1.052 2.417
O -4.813 1.856 1.555
C -6.363 0.924 3.174
F -6.158 0.751 4.484
F -7.032 -0.140 2.704
F -7.111 2.009 3.005
H -1.870 0.984 3.888
H -0.969 1.024 2.359
H -2.292 2.157 2.641
H -2.486 -0.885 2.389
H -3.018 0.241 1.141
C -9.447 -1.905 3.907
C -10.460 -0.861 4.314
O -11.801 -1.268 3.950
C -12.396 -2.104 4.783
O -11.970 -2.555 5.807
C -13.816 -2.444 4.261
F -13.801 -2.698 2.947
F -14.646 -1.416 4.485
F -14.278 -3.519 4.895
H -9.524 -2.115 2.840
H -8.442 -1.549 4.123
H -9.606 -2.836 4.451
H -10.307 0.076 3.784
H -10.427 -0.661 5.385
C -5.242 5.041 3.468
C -5.307 5.456 2.016
O -4.946 6.848 1.858
C -3.651 7.105 1.811
O -2.741 6.328 1.884
C -3.424 8.624 1.594
F -4.220 9.355 2.379
F -3.687 8.931 0.314
F -2.157 8.939 1.855
H -5.872 5.686 4.081
H -5.586 4.014 3.575
H -4.224 5.108 3.852
H -6.322 5.379 1.633
H -4.664 4.841 1.389
C 2.752 4.441 -7.460
C 4.088 4.921 -6.939
O 4.903 5.469 -7.998
C 4.645 6.729 -8.332
O 3.824 7.454 -7.853
C 5.625 7.185 -9.443
F 5.753 6.251 -10.391
F 6.834 7.401 -8.896
F 5.198 8.311 -9.999
H 2.894 3.721 -8.266
H 2.192 3.964 -6.655
H 2.161 5.272 -7.844
H 4.674 4.097 -6.544
H 3.966 5.670 -6.156
C -13.180 -6.059 3.903
C -12.958 -7.521 3.591
O -12.262 -7.689 2.329
C -10.950 -7.544 2.364
O -10.256 -7.292 3.307
C -10.361 -7.793 0.951
F -11.076 -7.176 0.005
F -10.361 -9.109 0.692
F -9.106 -7.349 0.892
H -13.712 -5.575 3.084
H -13.768 -5.964 4.814
H -12.226 -5.552 4.050
H -13.897 -8.050 3.453
H -12.392 -8.021 4.376

Its total charge is +1. The largest force on an atom is 3.15 eV Å⁻¹. The LUMO energy comes out at -2.88 eV. The value obtained for the HOMO-LUMO gap is 0.3179 Ha. The calculation puts the calculated total energy at -273867.4236 eV. Its highest occupied orbital energy is -0.424 hartree. Its spin multiplicity is 1.

Results of the Mulliken charge analysis, in e, for atoms 1 through 8: C -1.524; C -0.127; C -1.477; C -0.096; O 0.013; C 0.684; P 0.498; N -0.771


(3)
Below is C8H17NO2 as an isolated structure at a distorted geometry, with properties calculated with wB97M-V/def2-TZVPD.

Atoms and positions in Å:
C -2.001 -0.423 -1.444
H -2.421 -1.214 -2.082
H -2.579 0.498 -1.403
H -1.169 -0.107 -2.168
C -1.534 -1.130 -0.338
C -2.797 -1.535 0.696
H -3.501 -0.750 1.041
H -3.325 -2.182 -0.025
H -2.455 -1.861 1.485
H -0.854 -1.850 -0.382
C -0.850 0.327 0.605
H -0.832 -0.056 1.538
C 0.648 0.202 -0.048
H 0.646 0.447 -0.991
C 1.097 1.758 0.371
N 0.171 2.767 0.064
H 0.319 2.602 -1.024
H 0.514 3.666 0.309
H 1.155 1.964 1.526
H 2.133 1.938 0.319
C 1.556 -0.690 0.467
C 2.766 -0.613 -0.075
O 3.041 -0.161 -1.283
O 3.808 -1.261 0.625
H 4.678 -1.175 -0.324
H 1.927 -0.528 1.604
H 1.166 -1.861 0.447
H -1.307 1.228 0.492

Its total charge is 0. The largest force on an atom is 12.66 eV Å⁻¹. The LUMO energy comes out at 0.40 eV. The value obtained for the HOMO-LUMO gap is 0.3231 Ha. The calculation puts the calculated total energy at -14148.2156 eV. Its highest occupied orbital energy is -0.308 hartree. Its spin multiplicity is 1.

Results of the Mulliken charge analysis, in e, for atoms 1 through 8: C -1.316; H 0.411; H 0.308; H 0.304; C 0.071; C -1.579; H 0.269; H 0.386


Q: What is the total charge in the third record?
A: 0


What did the third record say?
Below is C8H17NO2 as an isolated structure at a distorted geometry, with properties calculated with wB97M-V/def2-TZVPD.

Atoms and positions in Å:
C -2.001 -0.423 -1.444
H -2.421 -1.214 -2.082
H -2.579 0.498 -1.403
H -1.169 -0.107 -2.168
C -1.534 -1.130 -0.338
C -2.797 -1.535 0.696
H -3.501 -0.750 1.041
H -3.325 -2.182 -0.025
H -2.455 -1.861 1.485
H -0.854 -1.850 -0.382
C -0.850 0.327 0.605
H -0.832 -0.056 1.538
C 0.648 0.202 -0.048
H 0.646 0.447 -0.991
C 1.097 1.758 0.371
N 0.171 2.767 0.064
H 0.319 2.602 -1.024
H 0.514 3.666 0.309
H 1.155 1.964 1.526
H 2.133 1.938 0.319
C 1.556 -0.690 0.467
C 2.766 -0.613 -0.075
O 3.041 -0.161 -1.283
O 3.808 -1.261 0.625
H 4.678 -1.175 -0.324
H 1.927 -0.528 1.604
H 1.166 -1.861 0.447
H -1.307 1.228 0.492

Its total charge is 0. The largest force on an atom is 12.66 eV Å⁻¹. The LUMO energy comes out at 0.40 eV. The value obtained for the HOMO-LUMO gap is 0.3231 Ha. The calculation puts the calculated total energy at -14148.2156 eV. Its highest occupied orbital energy is -0.308 hartree. Its spin multiplicity is 1.

Results of the Mulliken charge analysis, in e, for atoms 1 through 8: C -1.316; H 0.411; H 0.308; H 0.304; C 0.071; C -1.579; H 0.269; H 0.386


Repeat the first record exactly.
Below is one molecule with the formula C7H9BrO3S at a distorted geometry, with properties calculated with wB97M-V/def2-TZVPD.

Atoms and positions in Å:
C -0.850 -1.320 -0.111
C 1.143 -0.832 0.296
C -1.363 0.018 0.103
C 0.893 0.693 0.175
C 1.648 1.188 -1.046
C 1.441 1.385 1.464
C -2.885 -2.670 -0.515
O -2.538 0.325 0.081
O -0.636 -3.993 0.102
O -0.427 1.020 0.127
S -1.406 -2.845 0.542
Br 2.652 -1.778 -0.128
H 2.622 0.694 -1.349
H 1.785 2.210 -1.010
H 1.061 1.101 -1.844
H 0.801 2.188 1.548
H 2.409 1.747 1.323
H 1.587 0.858 2.371
H -2.880 -3.440 -1.350
H -3.091 -1.655 -0.755
H -3.734 -3.071 -0.016

Its total charge is 0. The largest force on an atom is 5.36 eV Å⁻¹. The LUMO energy (alpha / beta) comes out at 0.16 / -2.45 eV. The value obtained for the HOMO-LUMO gap (alpha / beta) is 0.3067 / 0.2659 Ha. The calculation puts the calculated total energy at -94417.5954 eV. Its highest occupied orbital energy (alpha / beta) is -0.301 / -0.356 hartree. Its spin multiplicity is 3. As for the expectation value of S²: 2.0137.

Results of the Mulliken charge analysis, in e, for atoms 1 through 8: C -0.060; C -0.689; C 0.606; C 1.943; C -1.813; C -1.776; C -0.863; O -0.590


Q: What is the formula in the second record?
A: C40H64BrF21N3O20P4S2